Record 1
The following is a quantum chemistry calculation of a structure of composition C36H34BCoF6N8OP, from the Open Molecules 2025 dataset.

Last column: Löwdin charge in e.
Atoms and positions in Å:
Co  0.123219  -0.049801  0.031378  0.811
C  4.088690  -2.577842  2.446519  0.019
C  3.195590  -1.420144  2.272343  -0.217
C  3.423803  -0.118391  2.663930  0.098
C  2.324814  0.622166  2.200105  -0.167
N  1.460338  -0.235803  1.593179  0.080
N  2.001804  -1.447052  1.624897  0.096
B  1.285778  -2.656699  0.993306  -0.469
N  -0.191571  -2.570079  1.418481  0.020
N  -0.999573  -1.562427  1.042338  0.044
C  -2.220298  -1.805421  1.568191  -0.204
C  -2.161482  -2.999388  2.307667  0.062
C  -0.867653  -3.462163  2.178736  -0.240
C  -0.270727  -4.687895  2.752114  -0.002
C  -3.416825  -1.026514  1.331015  -0.169
C  -3.613137  -0.356249  0.115415  -0.065
C  -4.809082  0.276757  -0.149011  -0.072
C  -5.835259  0.258155  0.791838  -0.053
C  -5.644765  -0.384491  2.008451  -0.055
C  -4.452103  -1.019308  2.280899  -0.015
N  1.295315  -2.563278  -0.548922  0.097
N  0.598568  -1.634791  -1.187517  0.078
C  0.717799  -1.856278  -2.524460  -0.164
C  1.519682  -2.996466  -2.701341  0.098
C  1.874243  -3.415248  -1.437252  -0.212
C  2.715508  -4.571408  -1.080264  0.019
C  0.090532  -1.049418  -3.532311  -0.110
C  0.549431  -1.072417  -4.865234  0.040
C  -0.051433  -0.278203  -5.818181  -0.011
C  -1.124420  0.540134  -5.478133  0.014
C  -1.601582  0.556506  -4.166251  -0.024
C  -0.994935  -0.217816  -3.208454  -0.005
C  2.130353  2.038974  2.286794  -0.110
C  3.218698  2.894649  2.551926  0.041
C  3.039151  4.261400  2.554157  -0.008
C  1.787267  4.800419  2.280024  0.015
C  0.699485  3.961169  2.033673  -0.024
C  0.862468  2.597188  2.057358  0.002
H  4.942250  -2.283718  3.050467  0.103
H  3.589914  -3.414585  2.928639  0.095
H  4.446306  -2.900112  1.470027  0.097
H  4.268343  0.245378  3.208894  0.136
H  1.771619  -3.660667  1.352969  0.122
H  -2.968171  -3.477630  2.821782  0.124
H  -1.019096  -5.218424  3.332769  0.096
H  0.092725  -5.351478  1.970301  0.091
H  0.568568  -4.442526  3.399941  0.091
H  -2.826256  -0.393117  -0.627403  0.080
H  -4.964080  0.769927  -1.095358  0.111
H  -6.774162  0.742183  0.575196  0.114
H  -6.439135  -0.395673  2.737565  0.115
H  -4.306060  -1.503186  3.233101  0.116
H  1.789836  -3.469270  -3.621433  0.136
H  2.954707  -5.127029  -1.982293  0.102
H  3.646791  -4.242352  -0.623147  0.098
H  2.206240  -5.231750  -0.382972  0.094
H  1.401525  -1.678740  -5.124275  0.131
H  0.312103  -0.281659  -6.834664  0.128
H  -1.589098  1.164093  -6.225395  0.130
H  -2.450693  1.170491  -3.910128  0.123
H  -1.356236  -0.223138  -2.186905  0.080
H  4.199160  2.480095  2.713654  0.129
H  3.872561  4.919462  2.748636  0.129
H  1.649887  5.870168  2.261914  0.130
H  -0.267850  4.391061  1.826372  0.111
H  0.023690  1.922451  1.932337  0.098
N  -3.949130  3.783908  1.389805  0.197
C  -3.745278  3.955623  0.070898  -0.523
O  -4.569725  4.379389  -0.698257  0.106
C  -2.409383  3.500686  -0.462411  -0.101
C  -1.814791  4.214267  -1.500010  0.041
C  -0.658037  3.715356  -2.067771  0.001
C  -0.151683  2.507071  -1.614869  -0.106
N  -0.719876  1.819622  -0.622128  -0.003
C  -1.822639  2.313956  -0.048918  -0.093
H  -4.826995  4.118641  1.758047  0.130
H  -3.199663  3.629361  2.039281  0.103
H  -2.253321  5.141926  -1.835865  0.139
H  -0.158986  4.241039  -2.863860  0.124
H  0.741323  2.106244  -2.070804  0.106
H  -2.255506  1.736051  0.758619  0.112
F  1.900870  0.762682  -0.850448  -0.288
P  3.576298  0.531904  -1.451683  0.250
F  5.026240  0.269607  -1.967141  -0.061
F  2.869208  -0.173274  -2.717774  -0.125
F  3.490404  -0.891327  -0.657995  -0.132
F  4.024117  1.231808  -0.078200  -0.116
F  3.383473  1.952679  -2.146511  -0.111

Cartesian forces (eV/Å) of the 6 atoms listed first:
Co -0.799 0.295 0.081
C 0.019 -0.283 -0.051
C 0.838 0.927 0.755
C 0.227 -0.921 -0.210
C 0.043 0.680 0.158
N -0.289 -0.153 -0.336

Values from the calculation:
Expectation value of S²: 8.824
Kohn-Sham gap (alpha / beta): 7.82 / 4.08 eV
Energy: -4253.50083 Ha
Total charge: +2
HOMO (alpha / beta): -13.41 / -13.39 eV
Spin multiplicity: 6



Record 2
The following is a quantum chemistry calculation of a structure of composition C32H33N7O8PSTi, from the Open Molecules 2025 dataset.

Last column: Löwdin charge in e.
Atoms and positions in Å:
Ti  -0.735599  -0.765233  0.703126  0.908
O  -0.528261  0.670303  -1.004612  -0.258
N  -1.236820  0.563786  -2.129203  -0.161
C  -2.574441  0.751909  -2.015982  -0.041
C  -3.424033  0.711763  -3.081063  -0.062
C  -2.862031  0.465982  -4.342593  -0.098
C  -1.513772  0.285822  -4.449537  -0.125
C  -0.629719  0.322310  -3.332945  -0.703
S  1.044046  0.127364  -3.523758  0.598
H  -2.916819  0.927982  -1.009057  0.089
H  -4.481712  0.844471  -2.912406  0.100
H  -3.486151  0.424739  -5.227141  0.094
H  -1.038211  0.108641  -5.403622  0.082
O  3.068252  -2.930752  5.036934  -0.044
C  2.204407  -2.591772  4.204485  -0.340
C  1.700979  -1.110684  4.074880  -0.305
O  2.095359  -0.166511  4.748239  0.018
C  0.728839  -1.135243  3.006637  -0.297
C  0.591418  -2.400583  2.516980  -0.293
O  -0.244129  -2.590966  1.540710  -0.106
C  1.509382  -3.379957  3.208629  -0.352
O  1.620561  -4.588079  2.908398  -0.047
O  0.010326  -0.152219  2.382613  -0.293
C  -1.861560  1.907654  3.307974  -0.226
P  -1.972637  1.516689  1.525834  1.028
C  -3.741528  1.147750  1.332186  -0.351
C  -4.753964  1.875832  0.750414  -0.131
C  -6.018073  1.329908  0.497305  -0.120
C  -6.280397  -0.000019  0.891352  -0.129
C  -5.323933  -0.751527  1.501929  -0.088
C  -3.952836  -0.286562  1.652790  -0.283
C  -1.431324  3.075467  0.736928  -0.328
C  -0.077934  3.348082  0.966207  -0.097
C  0.553416  4.405015  0.336919  -0.083
C  -0.153823  5.210787  -0.547428  -0.105
C  -1.487775  4.940400  -0.800884  -0.099
C  -2.120536  3.875916  -0.167086  -0.090
H  -2.493136  2.759120  3.565288  0.043
H  -0.821226  2.096439  3.567825  0.040
H  -2.171103  1.025134  3.866091  0.045
H  -4.589304  2.914077  0.494706  0.075
H  -6.792405  1.936912  0.046787  0.075
H  -7.268564  -0.417900  0.730085  0.087
H  -5.548222  -1.768121  1.803984  0.103
H  -3.500660  -0.584586  2.606909  0.123
H  0.495751  2.689843  1.611117  0.106
H  1.609946  4.571824  0.504716  0.098
H  0.344435  6.026753  -1.057032  0.092
H  -2.042311  5.542801  -1.510189  0.093
H  -3.147785  3.663769  -0.420914  0.072
C  2.217402  -0.583744  0.078761  -0.137
N  2.160727  -1.763508  -0.764810  0.028
C  3.444576  -2.096306  -1.367559  -0.150
C  3.438161  -3.534112  -1.832506  -0.148
C  2.292074  -3.698065  -2.805381  -0.172
N  1.060286  -3.269273  -2.178417  -0.068
C  -0.162554  -3.694966  -2.826929  -0.025
C  0.997409  -2.249575  -1.282562  -0.445
O  -0.128285  -1.870958  -0.907482  -0.080
H  2.963202  -0.743938  0.853699  0.140
H  1.284841  -0.441820  0.608018  0.070
H  1.849530  0.974882  -1.265808  0.024
H  4.209242  -1.920243  -0.610640  0.118
H  3.644656  -1.415282  -2.204131  0.121
H  3.291115  -4.194425  -0.974839  0.130
H  4.386892  -3.783707  -2.310764  0.112
H  2.163873  -4.743889  -3.097390  0.117
H  2.470729  -3.113356  -3.718860  0.121
H  -0.160026  -4.784408  -2.909310  0.086
H  -0.236615  -3.255584  -3.828138  0.090
H  -1.019344  -3.382684  -2.238892  0.092
N  6.662427  0.387821  1.352826  0.098
C  5.385121  0.949250  1.213409  -0.544
N  5.037689  1.753224  2.290470  0.142
N  4.630714  0.688035  0.241935  0.044
C  3.711329  1.304836  -0.528663  -0.137
N  2.561712  0.629206  -0.631962  -0.002
H  6.791289  -0.043360  2.259030  0.082
H  6.832712  -0.276113  0.612640  0.076
H  5.782185  2.335455  2.640358  0.079
H  4.163652  2.241030  2.169832  0.085
O  -3.267498  -1.727424  -0.324960  0.030
C  -2.813567  -1.121543  0.595499  -0.293

Cartesian forces (eV/Å) of the 6 atoms listed first:
Ti 0.034 0.446 0.052
O 0.098 0.012 0.109
N -0.058 -0.050 0.242
C -0.010 0.022 -0.041
C 0.189 -0.058 -0.092
C -0.154 0.054 0.044

Values from the calculation:
Expectation value of S²: 3.806
Kohn-Sham gap (alpha / beta): 3.59 / 5.68 eV
Energy: -3813.43257 Ha
Total charge: -2
HOMO (alpha / beta): 0.61 / -1.60 eV
Energy relative to the best compared isomer or geometry (same formula, charge and spin): 87.7 kcal/mol
Spin multiplicity: 4



Record 3
The following is a quantum chemistry calculation of a cluster of 2 separate species, C4H12NO in total, from the Open Molecules 2025 dataset.

Last column: Löwdin charge in e.
Atoms and positions in Å:
C  1.245389  1.751490  -0.693815  -0.078
C  0.123779  0.894296  -1.357655  -0.214
C  -0.520635  -0.166322  -0.559016  -0.314
C  -1.769850  -0.298563  -0.350730  0.102
N  0.550902  -1.134503  0.017134  0.221
H  1.780109  2.435685  -1.302669  0.075
H  0.964777  2.175356  0.242403  0.075
H  2.016135  0.998923  -0.344470  0.071
H  -0.668756  1.745352  -1.761159  0.178
H  0.439603  0.541074  -2.427637  0.152
H  -2.535516  0.474551  -0.605563  0.125
H  -2.220939  -1.029160  0.192658  0.046
H  1.269469  -0.381095  0.291389  0.157
H  0.826893  -1.869944  -0.627152  0.170
H  0.189015  -1.532768  0.911779  0.096
H  -1.357254  -1.671847  2.642552  0.130
H  0.077352  -1.586696  3.220392  0.009
O  -0.410472  -1.345829  2.511560  -0.002

Cartesian forces (eV/Å) of the 6 atoms listed first:
C 0.520 -3.594 0.899
C -0.822 3.946 -3.785
C 3.258 0.020 -0.799
C -2.924 2.077 -0.167
N -1.070 2.490 0.588
H 0.061 0.563 -0.757

Values from the calculation:
Kohn-Sham gap: 11.54 eV
Energy: -289.29503 Ha
Total charge: +1
HOMO: -14.76 eV
Energy relative to the best compared isomer or geometry (same formula, charge and spin): 50.1 kcal/mol



Record 4
The following is a quantum chemistry calculation of the ion CH4FN2O with charge +1, from the Open Molecules 2025 dataset.

Last column: Löwdin charge in e.
Atoms and positions in Å:
N  0.500474  1.244442  0.489694  0.303
C  -0.503415  0.447469  0.241868  -0.358
F  -1.735650  0.804711  0.523633  0.222
N  -0.344381  -0.804683  -0.120211  0.061
O  0.902836  -1.343989  -0.391479  0.045
H  1.338483  0.709062  0.323248  0.145
H  0.311319  2.204633  0.733889  0.170
H  -1.098155  -1.238292  -0.664152  0.203
H  0.628488  -2.023354  -1.136489  0.208

Cartesian forces (eV/Å) of the 6 atoms listed first:
N -1.356 -1.298 -0.465
C -0.442 0.231 1.056
F 1.036 -0.124 -0.759
N -1.555 -0.592 -0.841
O -1.092 -1.391 -2.107
H 1.144 1.159 0.117

Values from the calculation:
Kohn-Sham gap: 11.87 eV
Energy: -324.78900 Ha
Structure (SMILES): [NH2+]=C(F)NO
Total charge: +1
HOMO: -15.95 eV
Energy relative to the best compared isomer or geometry (same formula, charge and spin): 7.6 kcal/mol



Q: Among the records above, which one has the lowest total charge?
A: C32H33N7O8PSTi



Q: Which of these has the highest total charge?
A: C36H34BCoF6N8OP



Q: Among the records above, which one has the lowest energy?
A: C36H34BCoF6N8OP